# C47H55BF4N3P3Si2Zn

A structure of composition C47H55BF4N3P3Si2Zn at a distorted geometry (wB97M-V/def2-TZVPD, OMol25).

Last column: Mulliken charge in e.
Cartesian coordinates (Å):
Zn: -0.40420 -0.48050 0.22730  5.053
C: 3.40840 -0.85940 0.32180  -1.345
Si: 1.86340 0.30030 0.25410  0.860
C: 2.15150 1.17260 1.94680  -0.176
C: 3.27350 1.97480 2.15280  -0.197
C: 3.63630 2.40860 3.41480  -0.976
C: 2.90470 2.00150 4.52040  -0.886
C: 1.76630 1.24090 4.33850  -0.134
C: 1.36750 0.85890 3.05890  -0.002
P: -0.24510 0.00720 2.87810  0.408
C: -0.07150 -1.30280 4.13620  0.082
C: -0.84890 -1.46130 5.27630  -0.170
C: -0.64340 -2.55410 6.10310  -0.658
C: 0.32600 -3.49480 5.79880  -0.567
C: 1.08770 -3.35280 4.64910  -0.669
C: 0.88400 -2.26850 3.82060  -0.567
C: -1.38990 1.22970 3.60330  0.844
C: -2.71860 0.82810 3.73260  -0.480
C: -3.69480 1.72770 4.11280  -0.760
C: -3.35950 3.05360 4.34430  -0.858
C: -2.04600 3.46520 4.20170  -0.591
C: -1.06620 2.56350 3.82690  -0.582
C: 2.25870 1.65060 -1.04630  0.169
C: 3.42020 1.65490 -1.81310  -0.157
C: 3.65600 2.61960 -2.77840  -0.923
C: 2.71120 3.60950 -3.00520  -0.934
C: 1.54950 3.62910 -2.25660  -0.394
C: 1.31490 2.64880 -1.29930  0.216
P: -0.21430 2.69200 -0.28740  0.101
C: -1.52780 2.99040 -1.53460  0.250
C: -1.41230 2.71220 -2.89020  -0.576
C: -2.49700 2.87960 -3.73450  -0.793
C: -3.71080 3.32100 -3.23440  -0.854
C: -3.84180 3.57720 -1.87810  -0.743
C: -2.76460 3.39320 -1.03340  -0.180
C: 0.00620 4.40380 0.34300  0.531
C: 0.84490 4.51490 1.44760  -0.106
C: 1.06400 5.73860 2.04800  -0.715
C: 0.46010 6.87630 1.53720  -0.740
C: -0.35810 6.77730 0.42420  -0.695
C: -0.59070 5.54840 -0.16950  -0.558
H: 4.25160 -0.39310 0.82520  0.622
H: 3.14380 -1.74990 0.88230  0.150
H: 3.73660 -1.18970 -0.65930  0.325
H: 3.87680 2.26250 1.30210  0.374
H: 4.50140 3.04360 3.54500  0.456
H: 3.21300 2.28610 5.51600  0.420
H: 1.17220 0.92880 5.18800  0.536
H: -1.61420 -0.73730 5.51970  0.404
H: -1.25040 -2.67510 6.98900  0.429
H: 0.48070 -4.34090 6.45310  0.383
H: 1.82450 -4.09860 4.39200  0.445
H: 1.45470 -2.16670 2.90670  0.368
H: -2.97630 -0.19870 3.51300  0.331
H: -4.71980 1.40010 4.20670  0.455
H: -4.12110 3.76200 4.63270  0.405
H: -1.77970 4.49850 4.37100  0.467
H: -0.05000 2.90540 3.71010  0.108
H: 4.17110 0.89770 -1.63620  0.512
H: 4.58260 2.61630 -3.34070  0.446
H: 2.88210 4.36480 -3.75900  0.439
H: 0.81980 4.41380 -2.41110  0.486
H: -0.46680 2.37150 -3.29380  0.537
H: -2.39530 2.66210 -4.79040  0.429
H: -4.55170 3.45010 -3.90060  0.371
H: -4.78370 3.91460 -1.46960  0.485
H: -2.87100 3.54660 0.03340  0.599
H: 1.32800 3.62490 1.82340  -0.106
H: 1.69860 5.80180 2.91970  0.465
H: 0.62890 7.83820 2.00070  0.396
H: -0.82560 7.66260 0.01480  0.440
H: -1.24280 5.48670 -1.03050  0.370
C: 1.88060 -1.78600 -5.16310  -0.743
N: 1.81930 -2.43030 -3.79870  0.371
C: 0.72670 -3.49720 -3.82580  -0.820
N: -0.50650 -2.94050 -4.22690  0.346
C: -0.39590 -2.31860 -5.52670  -1.027
N: 0.61410 -1.26790 -5.54130  0.254
C: 0.20580 -0.13040 -4.73390  -1.574
P: -0.09040 -0.52210 -2.91310  1.093
C: 1.55660 -1.41420 -2.75100  -1.348
C: -1.08400 -2.07900 -3.21400  -1.112
H: 2.19680 -2.54550 -5.88710  0.328
H: 2.62270 -0.98080 -5.13430  0.370
H: 2.70240 -2.89560 -3.57160  0.453
H: 0.64290 -3.92570 -2.82580  0.422
H: 1.04090 -4.26670 -4.53860  0.324
H: -1.35300 -1.88270 -5.81160  0.373
H: -0.11740 -3.08110 -6.26080  0.305
H: -0.70740 0.28960 -5.16370  0.395
H: 0.98860 0.63330 -4.78980  0.449
H: 1.59390 -1.90360 -1.77710  -0.362
H: 2.34710 -0.65640 -2.78570  0.562
H: -2.09120 -1.79000 -3.51870  0.402
H: -1.15980 -2.63400 -2.27370  0.310
C: -3.92600 -2.13350 1.33990  -0.967
Si: -3.96580 -0.74880 0.03090  0.087
C: -4.44820 -1.53310 -1.64510  -1.267
C: -5.29700 0.55640 0.48390  -1.087
C: -2.32010 0.13620 -0.16830  0.126
H: -4.79080 -2.78870 1.27620  0.476
H: -3.89060 -1.74270 2.35180  0.244
H: -3.03560 -2.73790 1.19010  0.212
H: -5.48930 -1.83890 -1.66420  0.480
H: -3.84490 -2.41170 -1.84880  0.287
H: -4.29750 -0.82260 -2.45340  0.292
H: -6.23080 0.10010 0.79860  0.395
H: -5.50840 1.20400 -0.36210  0.286
H: -4.95560 1.19500 1.29350  0.233
H: -2.37130 1.01620 0.47860  -0.844
H: -2.30470 0.54650 -1.18040  -0.556
F: 0.03900 -2.80660 0.32780  -0.115
B: 0.63960 -4.02830 -0.07860  0.050
F: 0.84030 -4.85660 0.96800  -0.318
F: 1.84610 -3.68430 -0.70330  -0.439
F: -0.16910 -4.58190 -1.05790  -0.421

The multiplicity is 1. For the frontier orbital gap, the calculation gives 7.0 eV. Its HOMO energy is -0.2652 hartree. Its energy relative to the best compared isomer or geometry (same formula, charge and spin) is 50.5 kJ/mol. Its charge is 0.

***

# C21H53CdFN8O6P

A structure of composition C21H53CdFN8O6P at a distorted geometry (wB97M-V/def2-TZVPD, OMol25).

Last column: Mulliken spin population.
Cartesian coordinates (Å):
Cd: -7.75751 17.38376 18.77934  1.774
F: -5.80862 17.61299 18.56869  -0.108
C: -7.34422 15.59446 21.31561  0.223
O: -7.62775 15.93654 20.18656  -0.330
N: -8.08006 15.79176 22.38617  -0.034
C: -7.38972 15.76845 23.65245  0.000
C: -9.42092 16.43445 22.31027  0.125
H: -6.44727 15.00849 21.56921  0.008
H: -7.85100 16.40433 24.40808  0.000
H: -6.31329 15.93077 23.59742  0.000
H: -7.43421 14.76697 24.08041  0.000
H: -10.10433 16.11314 23.09627  0.002
H: -9.35856 17.51095 22.46946  0.007
H: -9.95751 16.31800 21.36867  -0.038
C: -3.38740 16.81445 16.48336  0.009
O: -2.15415 16.68787 16.69241  0.001
N: -4.09140 16.06286 15.57263  -0.011
C: -3.38214 15.08037 14.78430  0.001
C: -5.52071 16.30510 15.28637  0.065
H: -4.00096 17.61304 16.92832  -0.008
H: -3.80304 14.08302 14.91174  -0.001
H: -2.34496 14.91507 15.07588  0.001
H: -3.42761 15.29443 13.71648  0.000
H: -6.12016 16.81266 16.04212  0.021
H: -5.74842 16.87883 14.38800  0.006
H: -6.02630 15.36640 15.05983  -0.033
C: -7.31978 19.95496 20.77647  -0.030
O: -7.88069 18.94837 20.31950  -0.240
N: -6.33858 19.87678 21.68915  0.008
C: -6.11663 20.97780 22.61938  -0.001
C: -5.72227 18.54095 22.09702  0.013
H: -7.66824 20.95596 20.47853  -0.008
H: -6.56872 21.95418 22.44504  0.000
H: -5.04444 21.14557 22.51743  0.000
H: -6.42075 20.61999 23.60305  0.000
H: -4.67585 18.81610 22.22891  0.000
H: -6.21076 17.97875 22.89290  0.004
H: -5.81237 17.95790 21.18048  -0.017
C: -1.43326 15.32344 20.33846  0.000
O: -1.19897 15.55359 19.13501  0.000
N: -2.66473 14.89427 20.76231  0.001
C: -2.83179 14.41475 22.16627  -0.001
C: -3.89587 14.87503 19.98124  -0.005
H: -0.69306 15.36135 21.15262  0.000
H: -3.11836 13.36328 22.14656  0.000
H: -3.64172 15.01743 22.57724  0.002
H: -1.86895 14.44083 22.67654  0.000
H: -3.53775 14.97594 18.95671  -0.001
H: -4.56062 14.05654 20.25747  -0.001
H: -4.48247 15.77813 20.14982  0.008
C: -8.39147 20.05118 17.03092  0.168
O: -8.18093 18.91287 17.48558  -0.645
N: -7.39323 20.94037 16.82610  -0.006
C: -7.56670 22.40140 16.85676  0.002
C: -6.01541 20.42968 16.95384  0.017
H: -9.38086 20.49566 16.84183  0.038
H: -7.17104 22.77961 17.79937  -0.001
H: -8.57335 22.74329 16.61622  0.001
H: -6.93153 22.76706 16.04995  0.001
H: -5.86424 19.42665 16.55489  0.006
H: -5.34307 21.04981 16.36096  0.009
H: -5.76630 20.47970 18.01381  -0.004
O: -0.31738 18.29867 18.04091  0.000
P: -0.74797 19.69912 18.41033  0.000
N: -1.96413 19.77961 19.64029  0.000
C: -1.57425 19.18729 20.93964  0.000
C: -3.32668 19.46402 19.25038  0.001
N: -1.34116 20.62523 17.10404  0.000
C: -1.75804 21.96172 17.33832  0.000
C: -1.83374 20.09127 15.93670  -0.001
N: 0.52530 20.68485 19.03630  0.000
C: 0.32031 21.93148 19.75448  0.000
C: 1.89481 20.48940 18.51041  0.000
H: -1.78773 18.12095 21.01339  0.000
H: -2.15498 19.74237 21.67634  0.000
H: -0.54321 19.39864 21.22315  0.000
H: -3.32676 18.41770 18.94494  -0.003
H: -3.59788 20.13164 18.43255  0.002
H: -3.99930 19.61001 20.09559  0.001
H: -2.33805 22.33847 16.49587  0.000
H: -2.25321 22.14568 18.29176  0.000
H: -0.90770 22.63935 17.41483  0.000
H: -2.91724 19.97560 15.90944  0.001
H: -1.59713 20.80039 15.14343  0.000
H: -1.34315 19.12178 15.85008  0.000
H: -0.75749 22.08173 19.81673  0.000
H: 0.82634 22.01693 20.71611  0.000
H: 0.69042 22.77676 19.17429  0.000
H: 2.48753 20.39337 19.42012  0.000
H: 2.25093 21.33130 17.91670  0.000
H: 2.01755 19.58717 17.91124  0.000

The multiplicity is 2. For the frontier orbital gap (spin up / spin down), the calculation gives 3.6 / 8.1 eV. Its HOMO energy (spin up / spin down) is -0.1293 / -0.2926 hartree. Its charge is 0.

***

# C45H65CsGe3O3SeSi

A structure of composition C45H65CsGe3O3SeSi at a distorted geometry (wB97M-V/def2-TZVPD, OMol25).

Last column: Mulliken charge in e.
Cartesian coordinates (Å):
Cs: -0.59763 -0.91480 -0.55850  1.212
C: 3.24916 -1.09037 2.45923  -1.752
C: 3.13107 -0.98477 0.93174  1.821
C: 2.81687 0.47495 0.57416  -1.540
C: 4.47616 -1.37338 0.29249  -2.107
O: 2.11284 -1.79785 0.40410  0.197
Ge: 1.53145 -3.40579 1.24431  -0.962
O: 0.32070 -2.48038 2.45316  0.475
C: -0.13625 -2.92176 3.69178  1.973
C: 0.90318 -3.78327 4.43444  -1.848
C: -1.42185 -3.75304 3.52334  -1.592
C: -0.45485 -1.68815 4.54303  -1.383
O: 0.30859 -3.63754 -0.19362  0.114
C: -0.40695 -4.78572 -0.54301  1.577
C: -0.12663 -5.08916 -2.02185  -1.539
C: -1.90975 -4.51680 -0.35518  -1.295
C: -0.03136 -6.01938 0.29551  -1.732
H: 3.94425 -0.34759 2.85815  0.506
H: 3.60255 -2.08783 2.73795  0.551
H: 2.26429 -0.93488 2.90283  0.170
H: 3.59812 1.13837 0.95362  0.452
H: 1.85963 0.75324 1.02247  0.129
H: 2.74515 0.58134 -0.51284  0.260
H: 5.27741 -0.71854 0.64544  0.369
H: 4.39814 -1.29057 -0.79487  0.295
H: 4.72346 -2.40906 0.54053  0.388
H: 1.07615 -4.71675 3.89306  0.426
H: 0.55374 -4.01731 5.44359  0.436
H: 1.85061 -3.24317 4.49904  0.294
H: -1.19014 -4.68579 3.00124  0.272
H: -2.13967 -3.18726 2.92607  0.130
H: -1.87145 -3.99309 4.49093  0.461
H: 0.45656 -1.11736 4.73301  0.364
H: -0.90829 -1.96576 5.49912  0.476
H: -1.14123 -1.04122 3.99451  -0.030
H: -0.39345 -4.21866 -2.62497  0.272
H: -0.69656 -5.95728 -2.36432  0.401
H: 0.94115 -5.28621 -2.15379  0.268
H: -2.20331 -3.65595 -0.95860  0.351
H: -2.09994 -4.29306 0.69614  0.099
H: -2.50859 -5.38167 -0.65168  0.380
H: 1.02910 -6.25120 0.17592  0.394
H: -0.62539 -6.88225 -0.01535  0.443
H: -0.22120 -5.82466 1.35337  0.274
C: -0.43762 -1.48328 -3.49414  -1.705
C: 0.70456 -1.09046 -3.85624  0.916
C: 1.78397 -0.79467 -4.61620  0.337
C: 2.66260 -1.90327 -5.00578  0.461
C: 3.30947 -1.94501 -6.24569  -0.234
C: 4.08896 -3.03298 -6.59684  -0.712
C: 4.24311 -4.09670 -5.71749  -0.473
C: 3.59719 -4.07086 -4.48812  -0.772
C: 2.81059 -2.99135 -4.13554  -0.547
C: 2.03247 0.58995 -5.00596  0.568
C: 0.97001 1.50400 -5.01325  -0.612
C: 1.18467 2.83074 -5.32758  -0.636
C: 2.46500 3.28011 -5.62932  -0.402
C: 3.53117 2.39132 -5.60051  -0.741
C: 3.32151 1.06025 -5.28886  -0.253
H: 3.16283 -1.13889 -6.95225  0.527
H: 4.57460 -3.05511 -7.56453  0.375
H: 4.85594 -4.94494 -5.99500  0.374
H: 3.70288 -4.90029 -3.80071  0.436
H: 2.30622 -2.96402 -3.17635  0.696
H: -0.02345 1.15109 -4.76076  0.490
H: 0.35219 3.52219 -5.32310  0.433
H: 2.63360 4.32319 -5.86397  0.396
H: 4.53507 2.73943 -5.80945  0.384
H: 4.16553 0.38789 -5.21717  0.519
C: 1.69550 4.20499 1.26715  -1.262
Ge: -0.26003 3.74351 1.26738  1.085
C: -0.67901 3.83778 -0.68094  -0.983
C: -1.07436 5.40275 2.07728  -1.548
Ge: -0.73826 1.38939 2.10189  -0.624
C: -2.69774 1.57918 2.55838  0.443
C: -3.24433 2.72255 3.14645  -0.173
C: -4.60574 2.82853 3.39915  -0.861
C: -5.45674 1.78086 3.07050  -0.492
C: -4.93450 0.63288 2.49385  -0.565
C: -3.57177 0.54100 2.24313  -0.539
C: 0.03172 1.76858 3.94170  -0.190
C: -0.70124 1.74967 5.13117  -0.249
C: -0.09004 1.91489 6.36793  -0.643
C: 1.28214 2.10757 6.45165  -0.488
C: 2.03475 2.13086 5.28345  -0.854
C: 1.41376 1.95845 4.05512  0.015
H: 1.85468 5.14145 0.72406  0.493
H: 2.26253 3.41789 0.76425  0.234
H: 2.09019 4.31959 2.27919  0.315
H: -0.81370 4.86186 -1.04309  0.439
H: -1.58554 3.26833 -0.89669  -0.172
H: 0.14177 3.37978 -1.24113  0.315
H: -0.67714 6.29718 1.58906  0.454
H: -0.84214 5.45506 3.14379  0.402
H: -2.15975 5.39432 1.96020  0.357
H: -2.58866 3.54617 3.40930  0.546
H: -5.00865 3.73240 3.84585  0.343
H: -6.52220 1.86363 3.25660  0.302
H: -5.59388 -0.18151 2.21556  0.367
H: -3.18332 -0.35492 1.76946  0.314
H: -1.77368 1.59135 5.08931  0.301
H: -0.68532 1.88992 7.27570  0.339
H: 1.76171 2.23065 7.41701  0.326
H: 3.10863 2.28114 5.33717  0.357
H: 2.01721 1.95709 3.15139  0.437
C: -4.60945 3.96132 -1.11025  -0.920
Si: -4.26958 2.62609 -2.42572  0.299
C: -5.91956 2.33977 -3.33695  -1.140
C: -3.10743 3.36899 -3.73865  -0.887
Se: -3.51738 0.75725 -1.53488  -0.505
H: -5.49951 4.55613 -1.34292  0.422
H: -3.76052 4.64038 -0.99340  0.268
H: -4.77011 3.46416 -0.15142  0.113
H: -6.31829 3.25747 -3.78681  0.337
H: -6.65864 1.94831 -2.63423  0.226
H: -5.78486 1.59748 -4.12736  0.248
H: -3.56966 4.22382 -4.24692  0.386
H: -2.87206 2.60749 -4.48693  0.213
H: -2.16871 3.69961 -3.28674  0.124

The multiplicity is 1. For the frontier orbital gap, the calculation gives 3.1 eV. Its HOMO energy is -0.0467 hartree. Its energy relative to the best compared isomer or geometry (same formula, charge and spin) is 377.5 kJ/mol. Its charge is -2.

***

# C3H8N2O2

A cluster of 3 separate species, C3H8N2O2 in total at a distorted geometry (wB97M-V/def2-TZVPD, OMol25).

Last column: natural (NBO) charge in e.
Cartesian coordinates (Å):
C: -1.72851 0.12725 0.39469  -0.126
C: -0.75756 1.03070 0.77987  -0.113
N: 0.09094 0.28080 1.52760  -0.496
C: -0.28906 -1.01112 1.50721  0.154
N: -1.44096 -1.12846 0.85346  -0.468
H: -2.58466 0.31657 -0.22840  0.209
H: -0.76541 2.10089 0.88748  0.224
H: 0.88003 0.69993 1.95239  0.419
H: 0.31937 -1.68034 2.08974  0.200
O: 0.03484 -0.87745 -2.15894  -0.956
H: -0.71047 -0.83696 -1.56699  0.482
H: -0.34549 -1.13890 -2.98473  0.472
O: 2.42430 1.09020 -0.93402  -0.962
H: 3.20075 0.52536 -0.94527  0.466
H: 1.67190 0.50153 -1.17409  0.494

The multiplicity is 1. For the frontier orbital gap, the calculation gives 9.9 eV. Its HOMO energy is -0.3332 hartree. Its energy relative to the best compared isomer or geometry (same formula, charge and spin) is 112.6 kJ/mol. Its charge is 0.